C49H112CoF6IN8O14S6 | ωB97M-V with the def2-TZVPD basis set

Properties
E_HOMO (spin up / spin down)   -0.504 / -0.502 Eh
Orbital gap (spin up / spin down)   7.71 / 7.67 eV
DFT total energy   -8093.1626 Eh

Structure (ORCA input):
```
! RIJCOSX wB97M-V def2-TZVPD def2/J DEFGRID3
* xyz 3 4
I 9.4696 5.8216 -18.5996
Co 8.9133 5.6975 -21.3260
S 5.8092 5.1071 -22.0187
S 10.2125 3.3352 -23.3932
S 11.8577 6.9849 -21.8362
S 6.0560 7.2440 -21.1024
S 10.1643 8.1419 -23.0656
S 9.1999 2.4116 -21.4469
F 8.5193 8.1349 -23.1871
F 10.5432 4.8077 -23.9401
F 7.3257 8.2446 -20.9096
F 8.1423 2.6921 -20.2486
F 6.5257 3.6649 -22.1622
F 11.9748 5.5005 -21.2239
O 10.4669 9.4857 -22.4941
O 11.5535 2.7771 -23.1376
O 5.0703 0.0769 -17.2091
O 5.5386 7.8463 -22.3519
O 12.7324 6.9670 -22.9829
O 5.6794 5.4043 -23.4415
O 12.1070 7.8926 -20.7252
O 9.4403 2.8347 -24.5643
O 10.4274 7.9165 -24.5019
O 5.2995 7.3978 -19.8679
O 4.6528 4.7757 -21.1399
O 9.6685 11.2549 -18.3309
O 8.5043 1.4718 -22.2609
O 10.3227 1.9031 -20.5972
N 10.1288 6.9278 -22.1858
N 4.3640 2.9653 -17.8455
N 6.9653 5.7882 -21.3552
N 9.3894 3.8763 -21.9460
N 17.7124 9.7945 -16.8777
N 7.1113 10.3265 -16.9905
N 12.0808 6.4762 -9.2029
N 13.0892 2.5959 -17.8211
C 4.8681 -1.3071 -16.9563
C 10.5351 11.0823 -19.4124
C 8.4135 11.8083 -18.7181
C 17.0638 10.8991 -15.9716
C 13.0451 4.6474 -16.3187
C 5.7106 10.4139 -16.3043
C 19.1492 10.3436 -17.4396
C 22.4943 11.8652 -16.0468
C 17.3668 10.3642 -14.5236
C 10.1447 5.6528 -11.9880
C 5.5123 2.6811 -18.8340
C 8.7888 5.6597 -12.7538
C 14.2078 7.2914 -8.3134
C 13.8249 1.3549 -18.4105
C 11.3419 5.1643 -9.7083
C 15.0553 7.8716 -19.1594
C 18.0557 8.5761 -15.9085
C 8.3046 9.8764 -16.0496
C 7.4262 11.7724 -17.5791
C 5.2711 9.1548 -15.5333
C 10.0084 1.8496 -15.4790
C 9.3474 7.6492 -6.6061
C 16.9930 9.3173 -18.1816
C 10.3172 6.6636 -7.2354
C 21.4258 11.4648 -17.1366
C 7.1011 9.2842 -18.1080
C 12.7720 7.2807 -10.3722
C 10.0199 5.3631 -10.5207
C 20.1964 10.7425 -16.4427
C 3.0881 2.1523 -18.2195
C 13.0454 3.5272 -19.0853
C 13.8057 3.3631 -16.6627
C 4.7913 2.4055 -16.4526
C 13.2494 6.0798 -8.2671
C 11.5899 2.3757 -17.5195
C 17.3388 8.8812 -14.5757
C 4.0456 4.5430 -17.8601
C 15.6112 8.7394 -17.9828
C 5.0878 5.3770 -16.9545
C 8.7257 1.5578 -16.2390
C 11.3650 1.6568 -16.1686
C 8.4942 10.7092 -14.7977
C 10.9898 7.3851 -8.4924
C 4.7321 0.8973 -16.0524
C 2.2528 2.6884 -19.3560
C 13.4435 1.2852 -19.9355
C 13.5806 2.7641 -20.2963
C 13.8126 5.7432 -15.6155
C 13.8985 8.0211 -9.6577
H 9.2188 6.0033 -10.1511
H 13.1505 2.9679 -21.2769
H 9.2605 9.8668 -16.5733
H 10.8667 4.9022 -12.3096
H 5.6794 9.1233 -14.5231
H 3.0519 4.6350 -17.4218
H 17.5967 7.7057 -16.3774
H 16.4184 8.3324 -14.3766
H 11.5102 10.6231 -19.2496
H 13.2347 6.5634 -11.0501
H 4.9916 10.6288 -17.0948
H 8.9015 10.2410 -13.9016
H 10.2428 7.7843 -9.1784
H 5.1250 4.9828 -15.9390
H 12.1406 1.8420 -15.4254
H 5.1100 2.2026 -19.7270
H 12.0248 3.8651 -19.2648
H 12.4214 0.9109 -19.9928
H 4.8551 -1.8212 -17.9174
H 8.0904 9.2838 -18.5654
H 17.9452 8.5489 -13.7332
H 10.5296 6.6669 -12.0960
H 5.7382 -1.5620 -16.3513
H 14.5485 6.0690 -16.3506
H 7.9739 11.3386 -19.5980
H 11.6128 8.2101 -8.1467
H 6.1143 3.5848 -18.9297
H 9.8977 8.3825 -6.0166
H 3.7955 0.6563 -15.5496
H 12.1716 4.4625 -15.6936
H 8.6305 0.5468 -16.6351
H 1.5168 3.3558 -18.9076
H 3.9937 4.8458 -18.9059
H 9.9792 1.2388 -14.5767
H 10.6579 12.0933 -19.8009
H 14.2889 5.2977 -14.7422
H 6.4895 12.1478 -17.9911
H 18.3279 10.6946 -14.1295
H 11.5797 0.6222 -16.4362
H 7.8991 1.6333 -15.5325
H 9.2483 11.4446 -15.0784
H 5.8343 2.7211 -16.4293
H 14.2855 7.9687 -7.4629
H 2.8408 3.3046 -20.0362
H 14.6335 2.9195 -20.5317
H 16.9234 10.1980 -18.8201
H 10.1389 10.4744 -20.2257
H 17.3957 11.9056 -16.2262
H 17.5926 8.6014 -18.7438
H 12.4741 5.0160 -17.1709
H 8.4496 4.6244 -12.7218
H 1.8381 1.9344 -20.0250
H 4.1964 9.0766 -15.3690
H 13.2191 6.6071 -15.3162
H 21.7387 10.8417 -17.9744
H 16.7161 10.7555 -13.7416
H 12.0081 7.9587 -10.7529
H 6.0213 1.8226 -18.3961
H 11.1372 1.8387 -18.3530
H 13.5220 0.5169 -17.7828
H 3.3819 1.1127 -18.3645
H 13.7675 5.2335 -8.7182
H 16.0212 10.7489 -16.2517
H 13.8471 2.6806 -15.8139
H 11.0818 4.6111 -8.8058
H 14.1348 0.7125 -20.5538
H 13.6190 9.0680 -9.5399
H 8.6941 7.2273 -5.8424
H 14.8148 3.5230 -17.0426
H 13.6281 4.4214 -18.8642
H 21.9689 12.5578 -15.3893
H 9.7160 5.8104 -7.5497
H 8.0510 6.3842 -12.4090
H 8.6403 2.2677 -17.0616
H 9.0028 5.9912 -13.7699
H 10.9615 6.2474 -6.4610
H 23.3111 12.4568 -16.4601
H 19.4826 9.5337 -18.0885
H 20.6566 9.8855 -15.9508
H 15.2107 6.8645 -8.3046
H 5.6039 8.2336 -16.0115
H 15.6982 7.1217 -19.6202
H 19.1422 8.5793 -15.8217
H 7.5922 11.1757 -14.4016
H 19.7499 11.3531 -15.6579
H 2.4333 2.1345 -17.3484
H 14.1913 7.2803 -18.8563
H 9.7705 2.8243 -15.0530
H 6.2451 9.5100 -18.7439
H 22.9814 11.0897 -15.4556
H 8.6682 12.8201 -19.0334
H 8.7477 8.2640 -7.2773
H 7.6243 12.4457 -16.7451
H 14.8082 7.8406 -10.2303
H 12.9144 5.7424 -7.2863
H 14.9065 9.5709 -17.9755
H 20.9870 12.4171 -17.4343
H 18.8332 11.1973 -18.0391
H 5.4718 0.6278 -15.2985
H 9.4474 4.4577 -10.3190
H 4.7030 6.3839 -16.7930
H 7.1656 8.2684 -17.7179
H 12.1585 4.6325 -10.1966
H 11.1173 3.3571 -17.4782
H 14.8031 8.4914 -20.0199
H 14.9014 1.4756 -18.2893
H 4.4243 2.9423 -15.5778
H 5.7475 11.2148 -15.5658
H 6.1033 5.3610 -17.3503
H 3.9532 -1.5777 -16.4293
H 15.4756 8.2163 -17.0362
H 8.0198 8.8534 -15.8039
*
```